[1]
93
Properties=species:S:1:pos:R:3:forces:R:3:mulliken_spin:R:1 method="wB97M-V/def2-TZVPD" charge=+1 gap_ev="5.69 / 4.91" e_tot_ev=-78335.203 spin_multiplicity=2 max_force_ev_per_a=2.29
Ru -1.0920 -1.5439 -0.7275 0.49 1.12 0.76 1.15
C 3.3010 2.9143 1.5292 0.00 0.02 -0.04 0.00
O 2.1491 2.8696 0.6965 -0.01 -0.13 -0.07 0.00
C 2.0249 3.8002 -0.2901 -0.08 0.08 0.11 0.00
C 2.9194 4.8448 -0.4908 0.01 -0.03 0.05 0.00
C 2.6782 5.7954 -1.4711 -0.02 0.00 -0.05 0.00
C 1.5428 5.7157 -2.2610 0.01 0.00 0.02 0.00
C 0.6638 4.6624 -2.0772 0.09 -0.11 -0.06 0.00
C 0.8971 3.6919 -1.1108 0.02 0.04 -0.27 0.00
N -0.0941 2.6822 -0.9437 0.06 0.09 0.29 0.00
C 0.0160 1.3302 -1.0439 -0.70 -0.13 -0.44 0.05
N 1.2457 0.8130 -1.0852 0.31 -0.10 0.28 0.00
C 1.6780 -0.4543 -1.5249 0.05 0.25 0.28 -0.06
C 0.9210 -1.6254 -1.4684 0.30 -0.45 0.23 0.24
C 1.5796 -2.8119 -1.8461 0.30 -0.04 -0.07 -0.05
C 2.8757 -2.8052 -2.3145 -0.18 -0.12 0.01 -0.01
C 3.6069 -1.6229 -2.3907 0.00 0.18 0.02 0.04
C 3.0088 -0.4486 -1.9884 0.15 0.02 -0.18 -0.05
O 3.6210 0.7724 -1.9705 -0.04 -0.03 0.01 0.00
C 4.9562 0.8472 -2.4507 0.02 0.01 0.00 0.00
N -1.0755 0.5758 -1.1139 0.27 0.30 -0.03 -0.03
C -2.2319 1.2582 -1.6401 0.03 0.01 0.04 0.00
C -2.1832 1.6168 -2.9941 0.07 -0.03 0.04 -0.01
C -3.2477 2.2016 -3.6438 -0.08 0.01 0.03 0.00
C -4.4245 2.4302 -2.9356 0.05 -0.01 -0.04 0.00
C -4.4882 2.1052 -1.5975 0.02 -0.02 0.10 0.00
C -3.3993 1.5397 -0.9249 -0.08 0.06 0.04 0.00
O -3.6312 1.2555 0.3862 0.05 0.15 -0.05 0.00
C -2.5874 1.4525 1.3247 0.07 0.06 0.03 0.00
H 3.2115 2.0644 2.2004 0.02 0.01 0.00 0.00
H 3.3263 3.8365 2.1128 0.01 0.01 -0.01 0.00
H 4.2150 2.8238 0.9388 0.01 0.00 0.01 0.00
H 3.7937 4.9345 0.1371 0.00 0.01 -0.01 0.00
H 3.3796 6.6077 -1.6040 0.00 0.00 -0.01 0.00
H 1.3447 6.4590 -3.0200 0.00 0.01 0.01 0.00
H -0.2204 4.5729 -2.6980 0.00 0.00 0.01 0.00
H -1.0393 3.0098 -1.0789 -0.04 -0.02 0.10 0.00
H 2.0043 1.4660 -0.9560 0.03 0.06 -0.01 -0.02
H 1.0827 -3.7608 -1.7741 -0.04 -0.03 0.03 0.01
H 3.3407 -3.7362 -2.6105 -0.01 0.00 -0.03 0.00
H 4.6263 -1.6352 -2.7467 0.00 0.00 0.01 0.00
H 5.6279 0.2428 -1.8375 0.00 0.00 0.00 0.00
H 5.2410 1.8933 -2.3833 0.00 -0.01 0.00 0.00
H 5.0147 0.5219 -3.4908 -0.01 0.00 0.00 0.00
H -1.2707 1.3945 -3.5364 -0.01 -0.02 -0.01 0.00
H -3.1723 2.4552 -4.6920 -0.01 -0.01 0.00 0.00
H -5.2843 2.8680 -3.4246 0.00 0.01 0.00 0.00
H -5.3814 2.2890 -1.0152 -0.01 0.00 0.00 0.00
H -3.0400 1.3412 2.3069 -0.01 0.00 0.01 0.00
H -2.1679 2.4597 1.2344 0.03 0.02 -0.03 0.00
H -1.8053 0.7059 1.2070 -0.09 0.10 0.06 0.01
O -2.6590 -1.4683 -3.3794 -0.04 0.18 -0.09 0.01
N -2.7067 -1.4977 -2.0069 0.09 -0.24 -0.19 0.01
C -3.8682 -1.4710 -1.4824 0.04 0.01 0.06 -0.09
C -3.9069 -1.5495 -0.0377 0.07 -0.17 0.11 0.04
C -5.1200 -1.6376 0.6344 0.05 0.03 0.04 0.00
C -5.1306 -1.7930 2.0097 -0.07 0.02 0.02 0.01
C -3.9277 -1.8624 2.6969 -0.03 0.07 -0.02 -0.02
C -2.7135 -1.7676 2.0250 -0.08 0.08 -0.08 -0.04
C -2.6622 -1.6025 0.6424 -0.21 -0.52 -0.20 0.13
P 0.4284 -1.5786 1.1083 -1.82 -0.94 -1.02 -0.15
C 0.5735 -0.4902 2.5203 0.43 -0.03 -0.20 -0.03
C 0.8140 -1.0128 3.8009 0.07 -0.05 0.09 -0.01
C 0.9399 -0.1638 4.8860 -0.09 -0.07 0.02 0.02
C 0.8372 1.2126 4.7176 0.00 -0.06 -0.11 -0.04
C 0.6128 1.7393 3.4523 -0.04 0.03 0.01 0.02
C 0.4837 0.8965 2.3624 -0.06 0.11 -0.21 -0.03
C 1.1562 -3.1301 1.6365 0.60 0.27 -0.09 -0.01
C 0.3562 -4.2396 1.8977 -0.23 0.04 0.00 -0.04
C 0.9367 -5.4273 2.3179 0.03 0.07 0.06 0.00
C 2.3122 -5.5123 2.4716 0.00 0.04 -0.01 0.00
C 3.1153 -4.4056 2.2195 0.05 0.00 -0.01 0.00
C 2.5410 -3.2161 1.8086 0.01 -0.01 0.03 -0.04
H -1.7750 -1.7915 -3.6070 -0.04 -0.12 0.08 0.01
H -4.7469 -1.4231 -2.1170 -0.01 -0.02 0.01 0.00
H -6.0487 -1.5906 0.0788 -0.01 0.00 0.00 0.00
H -6.0685 -1.8706 2.5423 0.00 0.00 0.00 0.00
H -3.9304 -1.9952 3.7714 0.00 -0.01 0.01 0.00
H -1.8082 -1.8125 2.6169 0.00 -0.07 0.03 0.01
H 0.8887 -2.0818 3.9470 0.04 -0.01 -0.02 -0.01
H 1.1148 -0.5788 5.8696 -0.01 0.00 0.00 0.00
H 0.9388 1.8711 5.5698 0.00 0.00 0.01 0.00
H 0.5470 2.8104 3.3098 0.00 -0.01 -0.01 0.00
H 0.3469 1.3265 1.3790 -0.01 -0.03 0.13 0.00
H -0.7180 -4.1747 1.7864 0.00 0.00 -0.08 0.00
H 0.3111 -6.2858 2.5218 -0.01 0.02 0.00 0.00
H 2.7628 -6.4423 2.7920 0.00 0.00 0.00 0.00
H 4.1879 -4.4726 2.3432 0.00 0.00 -0.01 0.00
H 3.1650 -2.3521 1.6115 0.03 0.00 0.00 0.00
F -2.6072 -4.0296 -1.0810 -0.11 -0.17 -0.02 0.01
C -1.3444 -3.5761 -1.2614 0.08 0.64 0.69 -0.05
F -0.5711 -4.5168 -0.6686 0.18 -0.30 -0.05 0.01
F -1.1135 -3.7123 -2.6070 0.01 -0.15 -0.16 0.00

[2]
74
Properties=species:S:1:pos:R:3:forces:R:3:lowdin_charge:R:1 method="wB97M-V/def2-TZVPD" charge=+2 gap_ev=7.62 e_tot_ev=-72352.511 max_force_ev_per_a=0.22
Mo -0.7296 -0.3973 0.8314 0.04 0.21 0.01 1.90
O -2.5058 2.5775 -0.9859 -0.03 0.04 0.00 -0.17
S -2.0835 1.9905 0.2289 0.14 -0.01 -0.05 0.71
O -2.5438 0.5836 0.5621 -0.11 -0.05 0.00 -0.41
N -0.5433 1.5851 0.2992 -0.03 -0.04 0.00 -0.24
C 0.6177 2.1202 -0.2606 0.00 -0.04 0.00 -0.23
C 0.8125 3.3296 -0.8635 -0.01 0.03 -0.01 0.03
C 2.1066 3.6640 -1.3282 -0.01 -0.01 0.00 -0.02
C 3.1633 2.8110 -1.1819 0.01 -0.01 0.01 0.00
C 2.9701 1.5447 -0.5759 0.05 -0.01 -0.01 -0.14
C 3.9845 0.5844 -0.3735 0.00 0.01 0.00 0.05
C 3.6780 -0.6136 0.2162 0.00 -0.01 0.00 0.00
C 2.3573 -0.8872 0.5915 0.02 0.01 -0.01 -0.08
N 1.3794 -0.0119 0.4148 -0.01 0.01 -0.02 0.00
C 1.6818 1.2095 -0.1401 -0.06 -0.03 0.02 -0.16
C -2.5106 2.9615 1.6126 -0.05 -0.01 0.02 -0.30
C -1.9768 4.2432 1.7071 -0.01 -0.03 0.01 -0.04
C -2.3125 5.0166 2.8039 0.01 0.01 -0.02 -0.04
C -3.1812 4.5169 3.7681 -0.01 0.01 0.01 -0.03
C -3.7215 3.2442 3.6462 0.00 0.00 0.00 -0.04
C -3.3854 2.4466 2.5627 0.04 0.04 -0.02 -0.06
H -0.0091 4.0201 -1.0005 0.02 0.01 -0.01 0.12
H 2.2536 4.6239 -1.8038 -0.01 0.00 0.00 0.13
H 4.1510 3.0864 -1.5265 0.00 0.00 0.00 0.13
H 4.9996 0.8036 -0.6813 -0.01 0.01 0.00 0.14
H 4.4342 -1.3647 0.3928 -0.01 0.00 0.00 0.13
H 2.0977 -1.8400 1.0275 -0.01 0.00 0.01 0.12
H -1.3197 4.6329 0.9402 0.00 0.01 0.01 0.11
H -1.9085 6.0149 2.9008 0.00 0.00 0.00 0.12
H -3.4486 5.1333 4.6159 0.00 0.00 0.00 0.12
H -4.4138 2.8743 4.3903 0.00 0.00 0.00 0.12
H -3.8070 1.4584 2.4423 0.00 0.00 0.01 0.12
C 3.3470 -2.4165 -6.2038 0.00 -0.01 0.02 -0.03
C 2.1852 -2.1575 -5.2901 0.03 0.01 -0.02 -0.24
C 0.9040 -2.6038 -5.6131 -0.03 -0.01 -0.01 0.00
C -0.1674 -2.3672 -4.7725 0.02 0.03 0.00 -0.03
C 0.0496 -1.6749 -3.5856 0.01 0.03 -0.01 -0.30
C 1.3141 -1.2108 -3.2399 -0.03 -0.02 -0.02 -0.04
C 2.3705 -1.4583 -4.0964 0.01 0.01 0.00 -0.02
S -1.3400 -1.3489 -2.5865 -0.12 0.12 0.00 0.71
O -0.7940 -0.7170 -1.3675 0.19 -0.08 0.03 -0.42
O -2.3700 -0.6290 -3.2506 0.00 -0.05 -0.01 -0.21
N -1.9528 -2.7963 -2.2108 0.01 -0.08 0.02 -0.12
C -1.1972 -3.9023 -1.6417 -0.04 0.01 0.06 -0.16
C -1.4728 -4.1036 -0.1307 -0.02 0.04 -0.08 -0.04
C -1.2017 -2.7994 0.5105 -0.04 -0.04 0.06 -0.57
O -2.1181 -1.9602 0.7690 0.10 -0.02 0.03 -0.05
O -0.0103 -2.3543 0.6727 -0.02 -0.02 -0.01 -0.11
H 3.0342 -2.9110 -7.1204 -0.01 0.00 0.00 0.09
H 4.0854 -3.0499 -5.7096 0.00 0.00 -0.01 0.10
H 3.8438 -1.4831 -6.4705 0.00 0.00 0.00 0.09
H 0.7433 -3.1358 -6.5418 0.00 0.00 0.01 0.13
H -1.1614 -2.7032 -5.0409 0.01 0.00 0.00 0.13
H 1.4583 -0.6541 -2.3242 0.00 0.00 0.00 0.09
H 3.3599 -1.0969 -3.8432 0.00 0.00 0.00 0.12
H -2.9303 -2.8994 -2.4468 0.01 0.01 -0.02 0.15
H -0.1352 -3.7101 -1.7992 0.01 0.00 -0.02 0.13
H -1.4427 -4.8198 -2.1730 -0.01 0.00 -0.01 0.14
H -0.8096 -4.8722 0.2650 0.01 0.00 -0.01 0.15
H -2.5113 -4.3792 0.0440 0.00 -0.01 0.00 0.14
C -0.0734 1.3068 4.2321 -0.01 -0.02 -0.06 -0.01
C -0.4258 -0.1517 3.9239 0.08 0.06 0.10 -0.63
C 0.7064 -1.1025 4.3230 -0.03 0.02 -0.06 -0.02
C -1.7563 -0.5611 4.5589 0.01 0.01 -0.05 -0.01
N -0.5806 -0.2555 2.4866 -0.10 -0.11 0.00 -0.07
H 0.0611 1.4141 5.3080 0.00 0.00 0.00 0.11
H -0.8729 1.9760 3.9119 0.00 0.01 0.01 0.07
H 0.8546 1.5959 3.7370 0.00 0.00 0.02 0.09
H 0.8481 -1.0443 5.4014 0.00 -0.01 0.00 0.10
H 1.6416 -0.8178 3.8391 0.00 0.00 0.01 0.08
H 0.4624 -2.1321 4.0610 0.01 0.00 0.01 0.09
H -1.6537 -0.4988 5.6417 -0.01 -0.01 0.00 0.11
H -2.0208 -1.5843 4.2929 0.00 0.00 0.01 0.09
H -2.5582 0.1079 4.2476 0.00 0.00 0.01 0.08

[3]
21
Properties=species:S:1:pos:R:3:forces:R:3:nbo_charge:R:1 method="wB97M-V/def2-TZVPD" charge=-1 gap_ev="6.10 / 7.78" e_tot_ev=-41194.485 max_force_ev_per_a=4.97
C 0.1419 -1.8597 0.1872 1.11 -1.31 1.22 0.50
C 1.0168 -1.9886 -0.8965 0.09 -1.29 -1.13 -0.09
C 0.2543 0.4854 0.1305 2.74 1.38 0.38 -0.25
C 0.9972 3.0428 0.7250 3.09 0.78 -0.65 -0.88
N -0.4037 -0.6244 0.3202 -1.63 1.57 0.02 -0.58
N 1.4341 -3.3074 -1.0765 -0.98 -1.31 -1.55 -0.80
O -2.6507 -0.5085 1.5276 -1.04 0.37 2.46 -0.92
O -0.0749 -2.7894 0.9922 -0.40 0.46 -0.40 -0.67
O -1.3433 2.4928 1.3119 -0.56 -1.10 -0.25 -0.93
O -0.7973 2.7422 -1.1443 0.43 -0.88 1.05 -0.93
O -2.2114 0.8279 -0.5164 -0.70 -0.91 0.72 -0.95
O -2.4751 -1.5978 -0.6555 -0.12 1.53 1.14 -0.97
S -0.5485 2.1211 0.1596 2.45 3.45 0.03 2.11
S -2.2038 -0.4418 0.2121 0.53 -2.57 -4.22 2.52
H 1.1099 -1.3109 -1.7372 -0.13 0.07 0.30 0.20
H 1.4261 0.4738 0.1791 -2.62 0.26 -0.03 0.24
H 1.5436 2.7027 1.6496 -1.17 -0.38 -0.62 0.22
H 1.8879 3.0107 -0.0507 -1.95 0.01 0.99 0.20
H 0.8574 4.1598 0.9616 -0.63 -1.73 -0.79 0.24
H 1.0459 -3.7790 -1.9595 1.06 1.26 1.29 0.36
H 0.9934 -3.8517 -0.3200 0.44 0.34 0.05 0.40

[4]
11
Properties=species:S:1:pos:R:3:forces:R:3:nbo_charge:R:1 method="wB97M-V/def2-TZVPD" smiles="CNC(=O)C=O" gap_ev=10.20 e_tot_ev=-8776.704 max_force_ev_per_a=0.65
C 1.2057 -0.7350 -1.0121 0.18 -0.05 -0.05 -0.42
N -0.0494 -0.4577 -0.3422 -0.02 0.08 0.25 -0.59
C -0.1419 0.4462 0.6610 0.28 0.02 -0.10 0.56
O 0.8006 1.0201 1.1806 -0.25 -0.11 -0.17 -0.59
C -1.5367 0.8993 1.0990 -0.32 0.15 -0.24 0.35
O -2.3567 1.3158 0.3181 0.37 -0.40 0.35 -0.48
H 1.8561 0.1287 -0.8797 -0.03 -0.09 -0.01 0.23
H 1.7141 -1.6178 -0.6099 -0.08 0.11 -0.01 0.20
H 1.0231 -0.8835 -2.0804 0.02 0.01 0.18 0.21
H -0.8300 -1.0628 -0.5281 -0.20 0.26 -0.12 0.40
H -1.6849 0.9466 2.1938 0.06 0.03 -0.08 0.13

[5]
45
Properties=species:S:1:pos:R:3:forces:R:3:nbo_charge:R:1 method="wB97M-V/def2-TZVPD" smiles=ClC(Cl)(Cl)Cl.c1cc[nH]c1.c1cc[nH]c1.c1cc[nH]c1.c1cc[nH]c1 gap_ev=8.05 e_tot_ev=-74000.663 max_force_ev_per_a=3.06
N 3.7643 1.0388 0.5432 0.66 -0.62 -0.64 -0.51
C 4.0349 2.3573 0.6915 0.32 0.12 1.02 -0.08
C 3.4710 3.0210 -0.3743 0.78 1.83 1.32 -0.32
C 2.8629 2.0744 -1.1469 -0.42 -0.64 -2.89 -0.30
C 3.1972 0.8560 -0.6773 -1.51 -1.69 0.81 -0.08
H 3.9263 0.2929 1.2047 0.29 0.16 -0.10 0.43
H 4.6809 2.5804 1.5277 -0.27 0.73 -0.07 0.20
H 3.5035 4.0684 -0.6353 0.11 0.01 0.41 0.22
H 2.3691 2.2326 -2.0942 -0.02 0.10 0.03 0.21
H 2.9201 -0.1302 -1.0194 -0.01 0.20 0.07 0.21
N -3.3180 4.2847 -0.6823 0.56 0.93 -0.40 -0.51
C -4.3578 5.0850 -1.0972 -0.96 -0.28 0.03 -0.06
C -4.6882 4.7678 -2.4199 1.07 0.65 1.51 -0.32
C -3.6593 3.9026 -2.7857 0.85 -1.14 -2.30 -0.29
C -2.7859 3.6465 -1.7817 -0.66 -0.34 0.93 -0.09
H -2.8765 4.3430 0.2242 -0.14 0.10 -0.27 0.41
H -4.7379 5.8226 -0.4059 -0.31 -0.21 -0.06 0.21
H -5.4163 5.1317 -3.1297 -0.11 0.27 0.54 0.23
H -3.5017 3.5201 -3.7834 -0.15 -0.10 -0.04 0.21
H -1.9268 2.9936 -1.7371 -0.17 0.22 0.04 0.21
N 5.7998 -1.7594 1.3337 -1.33 -0.06 1.43 -0.52
C 4.8841 -1.8629 2.3970 2.27 -0.54 0.70 -0.10
C 3.6678 -2.1524 1.8910 -0.71 0.53 1.01 -0.30
C 3.7804 -2.1242 0.5112 -1.38 -0.61 -1.11 -0.34
C 5.0758 -1.9109 0.2002 1.41 0.02 -1.46 -0.04
H 6.8046 -1.6791 1.3966 -0.39 0.07 0.04 0.42
H 5.2469 -1.9654 3.4090 -0.03 0.36 -0.03 0.21
H 2.7508 -2.2933 2.4439 0.15 -0.05 0.09 0.23
H 2.9000 -2.2790 -0.0948 0.50 0.02 -0.51 0.23
H 5.6149 -1.8614 -0.7343 -0.38 0.05 -0.14 0.21
N -5.1604 -4.3414 1.4837 1.78 1.42 1.31 -0.52
C -4.9440 -3.3065 0.5838 -0.90 -1.13 -0.43 -0.08
C -3.6667 -2.8494 0.7089 -0.02 0.31 0.38 -0.31
C -3.0195 -3.5212 1.8030 -3.02 -0.47 0.07 -0.31
C -4.0562 -4.3488 2.3352 1.60 0.09 -0.97 -0.06
H -5.9834 -4.8941 1.6769 0.07 0.49 -0.28 0.42
H -5.7489 -3.0415 -0.0858 0.26 0.09 -0.13 0.21
H -3.3018 -2.0003 0.1500 0.12 -0.26 0.06 0.22
H -2.0153 -3.2843 2.1222 -0.24 -0.34 0.40 0.23
H -4.0877 -4.9345 3.2421 0.19 -0.20 -0.21 0.21
C -0.4052 -1.0932 -1.4668 -0.02 0.46 0.57 -0.20
Cl -1.7156 -2.1652 -1.9255 -0.13 0.30 -0.06 0.08
Cl -0.9787 0.6289 -1.1915 0.36 -1.30 -0.64 0.03
Cl 0.2596 -1.6119 0.1030 -0.09 -0.05 -0.19 0.04
Cl 0.8367 -1.2376 -2.7139 -0.03 0.50 0.16 0.06